The following is a DFT calculation (the ωB97M-V functional and the def2-TZVPD basis) of a cluster of 10 separate species, C22H60Br3F6N5O11S2 in total.

Output
Gap between HOMO and LUMO = 5.36 eV
HOMO energy = -6.822 eV
Energy above the lowest of the compared OMol25 structures with the same formula, charge and spin = 0.0 kcal/mol
Electronic energy = -301860.553 eV

```
! RIJCOSX wB97M-V def2-TZVPD def2/J DEFGRID3
* xyz 0 1
C -5.8781 -0.6121 -1.8347
C -4.9303 -0.1407 -0.6808
C -3.6852 0.5360 -1.2433
O -4.0385 1.7659 -1.7399
C -3.1381 2.4052 -2.6349
N -5.6912 0.7844 0.2789
H -6.3979 0.2139 0.7277
H -5.0923 1.0498 1.0561
H -6.0009 1.6274 -0.1903
H -6.6601 -1.2558 -1.4252
H -5.5139 -1.1877 -2.6830
H -6.4665 0.2501 -2.1535
H -4.6058 -0.9667 -0.0484
H -3.2907 -0.1782 -1.9699
H -2.9322 0.5765 -0.4521
H -2.6545 1.7252 -3.3403
H -2.2512 2.8119 -2.1454
H -3.5162 3.1278 -3.3572
C 2.4767 2.8766 2.4146
C 3.3233 3.5786 3.4897
C 4.7206 3.0060 3.7342
O 5.4731 3.9088 4.5668
C 6.8279 3.4830 4.8000
N 3.4495 5.0606 3.1601
H 2.6119 5.5911 3.3731
H 4.1528 5.5592 3.6991
H 3.7239 5.2231 2.1968
H 2.9889 2.8267 1.4539
H 1.4893 3.3214 2.2812
H 2.2103 1.8585 2.6932
H 2.7663 3.6166 4.4268
H 5.1952 3.0899 2.7516
H 4.8451 1.9630 4.0241
H 6.7916 2.4505 5.1508
H 7.0806 4.1257 5.6420
H 7.5436 3.5299 3.9791
C -0.9661 -1.8267 0.5902
C 0.1099 -0.7193 0.5812
C -0.1376 0.5621 -0.2235
O 1.0810 1.2903 -0.2091
C 1.0242 2.6013 -0.8121
N 0.5264 -0.4021 2.0077
H 0.7300 -1.2131 2.5854
H 1.3814 0.1445 2.0245
H -0.2256 0.0506 2.5168
H -1.2731 -1.9476 -0.4496
H -1.8509 -1.5961 1.1862
H -0.7061 -2.8129 0.9748
H 1.0348 -1.1573 0.2033
H -0.9680 1.1682 0.1457
H -0.3947 0.3106 -1.2552
H 0.6237 2.4274 -1.8106
H 2.0318 3.0114 -0.8489
H 0.3721 3.3146 -0.3037
C 3.7192 -0.0351 -3.1961
C 4.8882 0.9235 -3.1380
C 5.2227 1.5747 -4.5081
O 6.2843 2.5011 -4.3817
C 6.6556 3.0569 -5.6063
N 4.5156 1.9996 -2.1342
H 3.7782 2.6484 -2.4006
H 4.2007 1.4743 -1.3211
H 5.3372 2.5288 -1.8676
H 3.9968 -0.9792 -3.6685
H 2.8329 0.3813 -3.6719
H 3.5491 -0.4734 -2.2106
H 5.7557 0.4561 -2.6729
H 4.4301 2.1719 -4.9646
H 5.4316 0.7479 -5.1907
H 6.8305 2.2981 -6.3710
H 7.6034 3.5613 -5.4206
H 5.8701 3.7551 -5.9012
C -4.5869 -3.1372 2.8670
C -3.8450 -4.4030 3.3382
C -4.0821 -4.8924 4.8147
O -3.6367 -6.2009 5.1641
C -2.2902 -6.3325 5.4287
N -4.2857 -5.5247 2.3984
H -4.1372 -5.2674 1.4275
H -3.6979 -6.3260 2.6032
H -5.2283 -5.7877 2.6590
H -5.6737 -3.0781 2.9284
H -4.3892 -2.9186 1.8163
H -4.1175 -2.2951 3.3779
H -2.7722 -4.3136 3.1627
H -5.1406 -4.9196 5.0816
H -3.7318 -4.1486 5.5327
H -1.9576 -7.3697 5.4619
H -1.9009 -5.8436 6.3246
H -1.6870 -5.8594 4.6511
C -3.8534 -5.4550 -2.5794
F -4.3271 -6.6214 -2.1089
F -2.6395 -5.6626 -3.1514
F -4.7388 -5.0183 -3.5177
S -3.7878 -4.2147 -1.0992
O -5.1952 -4.1909 -0.5958
O -2.8926 -4.8098 -0.0922
O -3.3693 -2.8909 -1.6453
C 0.3510 1.9987 -5.0689
F -0.0867 2.0258 -6.3402
F -0.6977 2.3866 -4.2687
F 0.8201 0.7862 -4.8053
S 1.7247 3.2517 -4.9434
O 1.1906 4.6041 -5.2316
O 2.1929 3.1719 -3.5524
O 2.6988 2.7889 -5.8992
Br 0.4848 -3.5917 3.9120
Br 3.9850 -0.2062 0.7730
Br -2.9213 0.8661 2.8977
*
```